1:
Computed, not measured: an isolated molecule of C4H7NO, with ωB97M-V/def2-TZVPD.

Last column: Löwdin charge in e.
Cartesian coordinates (Å):
C (-0.115, -1.115, 1.111)  -0.0572
C (0.755, -0.028, 0.552)  -0.2442
C (1.011, 0.380, -0.814)  -0.1449
N (-0.018, 1.171, -0.127)  0.0042
C (-1.251, 0.946, -0.829)  -0.3004
O (-1.446, 0.095, -1.670)  0.0266
H (-0.476, -0.748, 2.081)  0.0852
H (0.423, -2.050, 1.299)  0.0822
H (-0.965, -1.302, 0.456)  0.0706
H (1.596, 0.191, 1.223)  0.1336
H (1.905, 0.968, -0.999)  0.1144
H (0.612, -0.218, -1.616)  0.1030
H (-2.031, 1.710, -0.665)  0.1269

Properties
* E_LUMO: 1.02 eV
* SMILES string: C[C@H]1CN1C=O

=====

2:
Computed, not measured: a cluster of 2 separate species, C4H7NO in total, with ωB97M-V/def2-TZVPD.

Last column: Löwdin charge in e.
Cartesian coordinates (Å):
O (-0.807, 2.118, 1.627)  -0.0661
C (-0.735, -0.668, 0.425)  -0.0320
C (-0.876, 0.165, -0.847)  -0.1546
C (0.236, -0.773, -1.053)  -0.2359
N (1.452, -0.208, -0.480)  0.0656
C (0.652, -0.856, 0.538)  -0.2136
H (0.103, 1.852, 1.444)  0.0271
H (-1.275, 1.274, 1.694)  0.0150
H (-0.539, 1.203, -0.830)  0.1106
H (-1.824, 0.013, -1.358)  0.1023
H (0.249, -1.694, -1.626)  0.1484
H (2.263, -0.790, -0.689)  0.1099
H (1.101, -1.637, 1.153)  0.1235

Properties
* E_LUMO: 0.72 eV

=====

Result of the stability comparison: 2 is the least stable of them.

=====

1:
Computed, not measured: a structure of composition C4H7NO, with ωB97M-V/def2-TZVPD.

Last column: Löwdin charge in e.
Cartesian coordinates (Å):
C (-1.528, -0.398, 0.482)  -0.0411
C (-0.077, -0.177, 0.272)  -0.4502
C (0.698, 1.069, -0.069)  -0.0260
C (1.821, 0.099, 0.366)  -0.4536
O (2.996, 0.180, 0.559)  0.1152
N (0.898, -0.985, 0.566)  0.1701
H (-1.800, -1.453, 0.397)  0.0889
H (-1.690, -0.083, 1.518)  0.0976
H (-2.169, 0.212, -0.163)  0.0852
H (-0.427, -0.657, -1.861)  0.0947
H (0.739, 1.400, -1.114)  0.1114
H (0.488, 1.916, 0.586)  0.1144
H (0.051, -1.125, -1.540)  0.0935

Properties
* E_LUMO: 0.60 eV

=====

2:
Computed, not measured: an isolated molecule of C4H7NO, with ωB97M-V/def2-TZVPD.

Last column: Löwdin charge in e.
Cartesian coordinates (Å):
C (1.713, 0.186, 0.507)  -0.0561
O (0.960, -0.505, -0.507)  -0.1743
C (-0.386, 0.278, -1.011)  -0.0952
C (-1.357, -0.547, -0.311)  -0.2258
C (-1.916, -0.025, 0.893)  -0.3127
N (-2.314, 0.392, 1.904)  0.0963
H (2.201, 1.044, 0.040)  0.0956
H (1.049, 0.514, 1.316)  0.0975
H (2.461, -0.508, 0.892)  0.0952
H (-0.223, 1.301, -0.674)  0.1184
H (-0.318, 0.176, -2.092)  0.1142
H (0.127, -1.112, -0.054)  0.1569
H (-1.996, -1.195, -0.901)  0.0899

Properties
* E_LUMO: 0.66 eV

=====

Result of the stability comparison: 2 is the least stable of them.

=====

1:
Computed, not measured: a cluster of 2 separate species, C4H12 in total, with ωB97M-V/def2-TZVPD.

Last column: Löwdin charge in e.
Cartesian coordinates (Å):
C (0.583, 0.858, -2.008)  -0.2180
C (1.856, 0.359, -2.571)  -0.2091
H (0.730, 1.276, -0.958)  0.0813
H (-0.108, 1.537, -2.609)  0.0748
H (-0.190, 0.003, -2.077)  0.0795
H (2.615, 1.058, -2.039)  0.1001
H (2.077, 0.071, -3.519)  0.0152
H (2.087, -0.713, -2.322)  0.0789
C (-1.520, -0.692, 2.922)  -0.1839
C (-0.914, -0.488, 1.547)  -0.1871
H (-0.770, -0.309, 3.683)  0.0801
H (-2.350, 0.046, 3.048)  0.0755
H (-1.697, -1.689, 3.205)  0.0368
H (-1.236, 0.493, 1.372)  0.0351
H (0.174, -0.618, 1.526)  0.0669
H (-1.337, -1.192, 0.801)  0.0738

Properties
* E_LUMO: 1.10 eV
* SMILES string: CC.CC

=====

2:
Computed, not measured: a cluster of 2 separate species, C4H12 in total, with ωB97M-V/def2-TZVPD.

Last column: Löwdin charge in e.
Cartesian coordinates (Å):
C (-2.154, -1.413, 0.236)  -0.1669
C (-1.513, -0.404, 1.244)  -0.1673
H (-2.518, -0.838, -0.635)  0.0595
H (-1.272, -2.010, -0.045)  0.0644
H (-3.041, -1.895, 0.580)  0.0434
H (-0.711, -1.034, 1.741)  0.0764
H (-2.216, -0.072, 2.013)  0.0553
H (-1.143, 0.417, 0.650)  0.0381
C (1.748, 0.708, -1.513)  -0.1545
C (1.833, 1.020, 0.004)  -0.1888
H (2.524, -0.029, -1.817)  0.0702
H (0.706, 0.503, -1.751)  0.0528
H (2.101, 1.624, -1.998)  0.0572
H (1.635, 0.224, 0.717)  0.0448
H (2.846, 1.369, 0.281)  0.0636
H (1.173, 1.831, 0.292)  0.0518

Properties
* E_LUMO: 1.12 eV
* SMILES string: CC.CC

=====

3:
Computed, not measured: a cluster of 2 separate species, C4H12 in total, with ωB97M-V/def2-TZVPD.

Last column: Löwdin charge in e.
Cartesian coordinates (Å):
C (1.890, -1.030, -0.265)  -0.1621
C (1.935, 0.510, -0.362)  -0.1566
H (0.851, -1.378, -0.253)  0.0451
H (2.388, -1.477, -1.124)  0.0583
H (2.344, -1.401, 0.655)  0.0595
H (2.126, 0.934, 0.618)  0.0589
H (1.038, 0.876, -0.848)  0.0405
H (2.805, 0.771, -0.959)  0.0565
C (-2.021, 0.082, 1.042)  -0.1720
C (-1.869, 0.482, -0.430)  -0.1726
H (-2.081, -1.007, 1.150)  0.0615
H (-1.096, 0.322, 1.583)  0.0588
H (-2.868, 0.568, 1.526)  0.0598
H (-1.083, -0.122, -0.893)  0.0411
H (-1.559, 1.531, -0.468)  0.0643
H (-2.800, 0.340, -0.972)  0.0591

Properties
* E_LUMO: 1.19 eV
* SMILES string: CC.CC

=====

4:
Computed, not measured: a cluster of 2 separate species, C4H12 in total, with ωB97M-V/def2-TZVPD.

Last column: Löwdin charge in e.
Cartesian coordinates (Å):
C (-1.429, 1.082, -1.693)  -0.1427
C (-0.477, 0.786, -2.931)  -0.1338
H (-1.014, 1.718, -0.953)  0.0355
H (-2.235, 1.745, -2.012)  0.0556
H (-1.790, 0.272, -1.126)  0.0357
H (-0.798, -0.030, -3.511)  0.0313
H (0.538, 0.605, -2.540)  0.0577
H (-0.345, 1.645, -3.605)  0.0603
C (1.666, -1.156, 2.293)  -0.1868
C (0.244, -0.746, 2.283)  -0.1943
H (2.168, -0.514, 2.975)  0.0526
H (1.850, -2.217, 2.562)  0.0725
H (2.124, -1.087, 1.264)  0.0804
H (-0.164, -0.926, 3.313)  0.0807
H (0.197, 0.266, 2.185)  0.0235
H (-0.552, -1.274, 1.744)  0.0717

Properties
* E_LUMO: 1.07 eV
* SMILES string: CC.CC

=====

Result of the stability comparison: 1 is the least stable of them.